Record 1
Density functional theory data (ωB97M-V/def2-TZVPD) for the molecule C26H29N5O4.

The geometry in XYZ format:
```
64
C26H29N5O4 (ωB97M-V/def2-TZVPD)
C 6.64903 -2.70068 2.00105
C 5.93796 -3.65024 1.04348
C 4.44623 -3.79786 1.33795
C 3.65980 -2.51478 1.08414
H 3.85163 -2.15403 0.06405
H 3.95078 -1.73497 1.79930
O 2.29069 -2.82828 1.24144
C 1.35618 -1.84872 1.05270
C 1.68049 -0.54108 0.71371
C 0.70854 0.41926 0.50573
C -0.63146 0.09649 0.63256
C -0.96654 -1.20225 0.98551
C -0.00487 -2.18295 1.20006
O -0.52862 -3.39885 1.51714
C 0.28483 -4.45510 1.97620
H 0.94975 -4.82590 1.19390
H 0.87813 -4.15932 2.84378
H -0.41228 -5.24183 2.26505
H -1.99354 -1.51020 1.10115
C -1.67785 1.15832 0.41673
C -2.92407 0.70873 -0.36626
C -3.70577 1.95836 -0.68213
C -3.99115 2.34337 -1.92684
C -3.48501 1.60385 -3.12738
N -2.34881 0.78881 -2.75893
C -1.07344 1.02762 -3.14387
O -0.11577 0.42719 -2.71469
O -0.99952 1.98334 -4.10024
C 0.31275 2.28051 -4.57286
C 1.06860 3.18633 -3.61078
H 1.23606 2.66365 -2.67233
H 0.49903 4.09297 -3.41890
H 2.02932 3.45418 -4.04099
H 0.86087 1.34364 -4.71498
H 0.15596 2.77071 -5.53599
C -2.60085 -0.08529 -1.64043
H -3.45584 -0.72008 -1.89349
H -1.71965 -0.71044 -1.48990
H -4.26930 0.95390 -3.54193
H -3.18485 2.30907 -3.90229
H -4.56263 3.24160 -2.10840
C -4.03490 2.77376 0.48486
C -3.33501 2.68695 1.64885
N -3.64695 3.39385 2.76705
H -2.98735 3.46647 3.52276
H -4.36561 4.09597 2.70250
C -2.16711 1.71581 1.78697
C -1.05953 2.38493 2.44471
N -0.20555 2.94590 2.95493
C -2.62754 0.65274 2.66790
N -3.04322 -0.13050 3.38694
C -5.06050 3.73163 0.37917
N -5.89119 4.52250 0.31497
H -3.53000 0.06818 0.28661
H -1.21188 1.99084 -0.12527
H 1.00692 1.42084 0.23667
H 2.71289 -0.25735 0.59451
H 4.29975 -4.10239 2.37573
H 4.02656 -4.57832 0.70026
H 6.07055 -3.29955 0.01759
H 6.39972 -4.63697 1.11749
H 6.48771 -3.00829 3.03174
H 7.71899 -2.70391 1.80682
H 6.28843 -1.68217 1.88420
```

## Properties
- E_tot: -43071.9694 eV
- Energy relative to the best compared isomer or geometry (same formula, charge and spin): 294.73 kJ/mol
- E_HOMO: -8.180 eV
- Lowest unoccupied orbital energy: 0.250 eV
- SMILES: CCCCOc1ccc([C@H]2[C@@H]3CN(C(=O)OCC)CC=C3C(C#N)=C(N)C2(C#N)C#N)cc1OC
- Total charge: 0
- Frontier orbital gap: 8.429 eV

---

Record 2
Density functional theory data (ωB97M-V/def2-TZVPD) for a cluster of 4 separate species, C9H25ClO5 in total.

The geometry in XYZ format:
```
40
C9H25ClO5 (ωB97M-V/def2-TZVPD)
C 2.81480 3.27375 0.26806
C 2.95472 1.88336 0.88933
C 1.76820 1.53237 1.77272
O 0.84004 0.77982 0.99967
C -0.48286 0.79384 1.48107
C -1.35315 1.70905 0.62014
Cl -2.09815 0.72898 -0.71451
O -2.36119 2.29197 1.35501
C -2.43129 3.70820 1.34145
H 1.84418 3.35186 -0.22325
H 3.60297 3.47615 -0.45117
H 2.84357 4.02814 1.05490
H 3.87359 1.83864 1.47289
H 3.01406 1.13316 0.10224
H 1.28089 2.45305 2.11289
H 2.07214 0.94664 2.64354
H -0.54162 1.15185 2.51033
H -0.86552 -0.22285 1.43419
H -0.72996 2.43547 0.10166
H -1.55163 4.15613 0.88012
H -2.49701 4.06580 2.36762
H -3.32537 4.03127 0.80933
C -2.31935 -2.05729 -4.18311
O -1.58644 -0.89920 -3.79687
H -1.75455 -2.55255 -4.96868
H -2.42258 -2.74367 -3.33890
H -3.31135 -1.80370 -4.56757
H -2.07417 -0.46943 -3.08952
C -0.10837 -3.47627 -1.70138
O -0.66141 -4.71838 -2.13605
H 0.03231 -2.85314 -2.58148
H -0.78696 -2.96641 -1.01343
H 0.85285 -3.62938 -1.20955
H -0.78638 -5.26464 -1.35660
C 1.16999 -2.34586 1.80419
O 0.63382 -3.61070 1.43188
H 1.28991 -1.76626 0.89105
H 0.49544 -1.80667 2.47527
H 2.14668 -2.44872 2.28410
H 0.51915 -4.13436 2.22839
```

## Properties
- E_tot: -32495.9338 eV
- E_HOMO: -9.782 eV
- Lowest unoccupied orbital energy: 0.685 eV
- SMILES: CCCOC[C@@H](Cl)OC.CO.CO.CO
- Total charge: 0
- Frontier orbital gap: 10.468 eV

---

Record 3
Density functional theory data (ωB97M-V/def2-TZVPD) for a cluster of 2 separate species, C2H4N2O2S in total.

The geometry in XYZ format:
```
11
C2H4N2O2S (ωB97M-V/def2-TZVPD)
C -0.36496 0.02719 -0.28635
C 1.85105 0.14935 -0.11631
H -2.08797 -0.08493 1.46313
H -0.71228 -1.85493 0.36454
H -0.29190 1.98685 -0.67893
H 1.50164 1.30343 0.20003
N -1.11019 -1.04535 -0.23702
N -0.68689 1.22858 -0.05864
O -2.47953 -0.72461 0.01820
O 0.92576 -0.52483 -0.70611
S 3.45528 -0.46074 0.03746
```

## Properties
- E_tot: -20041.9321 eV
- Energy relative to the best compared isomer or geometry (same formula, charge and spin): 728.53 kJ/mol
- E_HOMO: -8.844 eV
- Lowest unoccupied orbital energy: -1.728 eV
- Total charge: 0
- Frontier orbital gap: 7.116 eV

---

Record 4
Density functional theory data (ωB97M-V/def2-TZVPD) for a cluster of 2 separate species, C6H9N in total.

The geometry in XYZ format:
```
16
C6H9N (ωB97M-V/def2-TZVPD)
C 0.09226 1.59672 0.36786
C 1.00284 0.37348 0.26802
C 0.77378 -0.59827 -0.83258
C 2.10448 0.07292 -1.11770
C 2.51599 0.45245 0.08558
C -1.92163 -1.62603 0.95474
N -2.26246 -0.41232 0.83034
H 0.64021 2.40555 0.84718
H -0.82042 1.42179 0.95382
H -0.27195 1.94525 -0.61455
H 0.01266 -0.39052 -1.59172
H 0.89548 -1.66146 -0.64546
H 3.47252 0.83793 0.47768
H -1.43769 -2.12428 0.11168
H -2.07508 -2.22979 1.85611
H -2.67796 -0.06945 1.69996
```

## Properties
- E_tot: -7852.5773 eV
- Energy relative to the best compared isomer or geometry (same formula, charge and spin): 538.61 kJ/mol
- E_HOMO: -8.071 eV
- Lowest unoccupied orbital energy: 1.053 eV
- SMILES: C[C@]12C=C1C2.C=N
- Total charge: 0
- Frontier orbital gap: 9.124 eV

---

Record 5
Density functional theory data (ωB97M-V/def2-TZVPD) for a structure of composition C41H49AsMoN3O7PS3Si2.

The geometry in XYZ format:
```
108
C41H49AsMoN3O7PS3Si2 (ωB97M-V/def2-TZVPD)
Mo -0.85190 0.54827 -0.07956
C 0.05597 3.82909 0.91085
Si -1.27785 3.27491 2.10650
C -0.64677 2.69751 3.76546
C -2.39602 4.73550 2.44678
C -2.12153 1.81449 1.24515
C -2.44068 0.62352 2.05130
C -2.96165 0.44534 3.33347
C -3.19767 -0.83816 3.77138
C -2.92004 -1.92566 2.93662
C -2.36860 -1.68657 1.70374
N -2.12872 -0.43933 1.29756
Si -3.75455 2.22382 0.34142
C -3.74012 3.88530 -0.51850
C -5.08502 2.33248 1.66868
C -4.34682 0.80666 -0.73767
H 0.79863 4.48669 1.36803
H -0.40065 4.34017 0.05736
H 0.61017 2.97115 0.51971
H -0.28060 1.66912 3.71272
H 0.18655 3.32530 4.09014
H -1.43245 2.75022 4.52851
H -1.81937 5.49230 2.98962
H -3.25620 4.46226 3.06765
H -2.77470 5.19197 1.53002
H -3.18706 1.30992 3.94368
H -3.60998 -1.00815 4.75878
H -3.12308 -2.94059 3.24970
H -2.10055 -2.47899 1.02040
H -2.73431 4.30513 -0.58777
H -4.38503 4.59249 0.00923
H -4.10457 3.76343 -1.54130
H -4.82345 3.05658 2.45017
H -5.26922 1.36771 2.15133
H -6.02514 2.66289 1.21184
H -3.65564 0.52590 -1.53211
H -5.28200 1.10546 -1.22329
H -4.54240 -0.08394 -0.13413
O 2.84565 0.42003 -2.95134
As 1.06642 0.33540 -3.03085
O 0.80061 -1.07122 -3.82129
O 0.69392 0.55913 -1.36750
C 0.88187 2.09432 -3.82983
C 1.94936 2.68978 -4.48268
C 1.83142 4.00023 -4.92779
C 0.67384 4.73056 -4.69824
C -0.39905 4.15087 -4.03975
C -0.28563 2.83422 -3.62753
S -1.64260 2.02317 -2.86129
O -2.85993 2.63082 -3.31006
O -1.41539 2.19284 -1.37420
O -1.46156 0.62165 -3.21521
H 3.13844 -0.49808 -3.01333
H 2.86404 2.13301 -4.62003
H 2.65936 4.46054 -5.45232
H 0.60887 5.75860 -5.03316
H -1.31688 4.69529 -3.85362
C -0.08785 -4.95052 -3.73411
N -0.76094 -3.74562 -3.28435
N -0.45516 -3.08689 -2.11314
C -1.36729 -2.09274 -1.93741
O -1.39441 -1.27868 -0.95801
C -2.29149 -2.18726 -2.99295
C -1.87378 -3.20363 -3.80413
C -2.47321 -3.73746 -5.05736
C 0.71056 -3.42111 -1.36215
C 1.96900 -3.32123 -1.93929
C 3.07999 -3.67250 -1.19422
C 2.94020 -4.11269 0.11885
C 1.68004 -4.21113 0.68199
C 0.55860 -3.86747 -0.06209
H 0.62871 -5.26828 -2.98704
H 0.43971 -4.76632 -4.66978
H -0.81336 -5.74992 -3.88099
H -3.11432 -1.51116 -3.15397
H -3.32230 -3.12307 -5.34563
H -2.82014 -4.76381 -4.92111
H -1.74642 -3.73089 -5.87221
H 2.05333 -2.96050 -2.95599
H 4.06489 -3.59103 -1.63068
H 3.81973 -4.36828 0.69764
H 1.55254 -4.55138 1.70279
H -0.43150 -3.93731 0.37176
S 2.66997 2.13889 2.45403
P 2.46411 0.21968 2.22324
S 0.71982 -0.64754 1.46440
C 3.88879 -0.38627 1.27899
C 3.84478 -0.37655 -0.10886
C 4.99980 -0.64693 -0.83353
C 6.18484 -0.95107 -0.17932
C 6.22843 -0.96219 1.20897
C 5.08778 -0.66210 1.93802
C 2.49468 -0.70757 3.79023
C 2.84599 -2.05661 3.82535
C 2.79210 -2.75793 5.02169
C 2.38682 -2.11650 6.18575
C 2.04928 -0.77059 6.15542
C 2.10148 -0.06592 4.95934
H 2.92180 -0.13500 -0.62158
H 4.97011 -0.59266 -1.91452
H 7.08076 -1.16287 -0.75125
H 7.15643 -1.17863 1.72396
H 5.13048 -0.63078 3.02008
H 3.16903 -2.55055 2.91517
H 3.07296 -3.80392 5.04797
H 2.34156 -2.66804 7.11731
H 1.75777 -0.26258 7.06661
H 1.85559 0.98975 4.92272
```

## Properties
- E_tot: -182363.9978 eV
- Energy relative to the best compared isomer or geometry (same formula, charge and spin): 0.00 kJ/mol
- E_HOMO (spin up / spin down): -7.729 / -7.831 eV
- Lowest unoccupied orbital energy (spin up / spin down): -0.601 / -0.420 eV
- Total charge: 0
- Multiplicity: 3
- Frontier orbital gap (spin up / spin down): 7.128 / 7.410 eV

---

Record 6
Density functional theory data (ωB97M-V/def2-TZVPD) for the molecule C9H11N3O.

The geometry in XYZ format:
```
24
C9H11N3O (ωB97M-V/def2-TZVPD)
C 2.50210 0.61198 0.30447
C 2.55172 -1.01931 0.46249
C 1.12079 -1.56636 0.34951
C 0.47721 -0.41055 -0.50184
C -0.93654 -0.13210 -0.16793
C -1.99938 -0.45385 -1.05248
C -3.31062 -0.10233 -0.74419
C -3.56723 0.62681 0.48165
C -1.25210 0.80519 0.82741
H 2.54152 1.18048 1.24904
H 3.38638 0.90878 -0.28670
H 3.09714 -1.41474 -0.36210
H 3.23449 -1.30759 1.29776
H 0.68631 -1.76809 1.35999
H 1.07233 -2.41034 -0.21980
H 0.42451 -0.88403 -1.61983
H -1.77585 -1.14116 -1.88228
H -4.17082 -0.46354 -1.36800
H -4.59774 1.03135 0.73399
H -0.55782 1.28674 1.56776
N 0.89053 1.91281 -0.87603
N 1.22567 0.72570 -0.41001
N -2.56078 1.13467 1.17879
O 1.51815 2.84947 -0.32167
```

## Properties
- E_tot: -16025.3740 eV
- Energy relative to the best compared isomer or geometry (same formula, charge and spin): 341.64 kJ/mol
- E_HOMO: -9.083 eV
- Lowest unoccupied orbital energy: 0.427 eV
- SMILES: O=NN1CCC[C@H]1c1cccnc1
- Total charge: 0
- Frontier orbital gap: 9.510 eV

---

Record 7
Density functional theory data (ωB97M-V/def2-TZVPD) for the molecule CH5N3O2.

The geometry in XYZ format:
```
11
CH5N3O2 (ωB97M-V/def2-TZVPD)
C -0.73077 -0.48245 -1.25472
N 0.08793 -0.88438 -0.16748
N -0.17679 0.05274 0.98762
N 0.82103 0.92663 1.25329
O 1.54786 1.09599 0.23395
O 0.85491 1.55688 2.30357
H -1.65748 -0.89168 -0.98284
H -0.69188 0.55002 -1.44666
H -0.34136 -1.00711 -2.12268
H 1.03688 -0.64412 -0.46810
H -0.75033 -0.27253 1.66403
```

## Properties
- E_tot: -9678.3182 eV
- Energy relative to the best compared isomer or geometry (same formula, charge and spin): 400.62 kJ/mol
- E_HOMO: -10.094 eV
- Lowest unoccupied orbital energy: 0.325 eV
- SMILES: CNN[N+](=O)[O-]
- Total charge: 0
- Frontier orbital gap: 10.419 eV

---

Record 8
Density functional theory data (ωB97M-V/def2-TZVPD) for a cluster of 2 separate species, C5H10O in total.

The geometry in XYZ format:
```
16
C5H10O (ωB97M-V/def2-TZVPD)
C 0.38522 1.29898 -0.28371
C -0.39050 0.06115 0.02707
C 0.55447 -0.47498 1.00325
O 2.50910 -0.01261 0.52639
C -1.08389 -0.80962 -0.97550
C -1.88372 -0.14246 0.10885
H 0.62836 1.42904 -1.34018
H 0.04279 2.20989 0.21000
H 1.91129 0.79395 0.18604
H 0.89574 -1.50997 1.01347
H 0.63099 0.03700 1.95769
H 2.69493 -0.51513 -0.28485
H -0.94489 -1.88697 -0.90402
H -1.16853 -0.43011 -1.99001
H -2.49190 0.71868 -0.15630
H -2.28945 -0.76684 0.90181
```

## Properties
- E_tot: -7389.2940 eV
- Energy relative to the best compared isomer or geometry (same formula, charge and spin): 527.90 kJ/mol
- E_HOMO (spin up / spin down): -7.268 / -7.269 eV
- Lowest unoccupied orbital energy (spin up / spin down): 0.130 / 0.131 eV
- Total charge: 0
- Frontier orbital gap (spin up / spin down): 7.398 / 7.400 eV